1.
A molecular structure, C2H3BrO2, computed with ωB97M-V/def2-TZVPD.

Geometry as XYZ:
```
8
Properties=species:S:1:pos:R:3:nbo_charge:R:1
Br 0.6426 1.1413 -1.9387 0.047
O 0.7173 0.2030 1.6816 -0.232
O -0.4565 -0.5673 1.6025 -0.246
C 0.2125 -0.2792 -0.7210 -0.507
C -0.1374 0.3406 0.6634 0.312
H 0.7227 -1.1450 -0.4510 0.231
H -0.8712 1.1751 0.6123 0.163
H -0.8299 -0.8685 -1.4491 0.231
```

Properties
- DFT total energy (eV) = -76254.7806
- charge = 0
- energy above the lowest of the compared OMol25 structures with the same formula, charge and spin (kcal/mol) = 126.76
- HOMO level (eV) = -10.43
- HOMO-LUMO gap (eV) = 11.1052
- strongest force on any atom (Eh/bohr) = 0.10198

2.
A molecular structure, C2H3BrO2, computed with ωB97M-V/def2-TZVPD.

Geometry as XYZ:
```
8
Properties=species:S:1:pos:R:3:nbo_charge:R:1
Br 0.1679 1.7346 -1.6373 0.017
O -0.4845 1.3460 1.0407 -0.264
O 0.8958 1.2850 1.1022 -0.252
C 0.2372 0.7917 0.0459 0.406
C -0.0351 -1.1400 -0.1524 -0.601
H -1.1024 -1.1641 0.1969 0.213
H -0.1240 -1.1879 -1.2420 0.241
H 0.4451 -1.6653 0.6458 0.239
```

Properties
- DFT total energy (eV) = -76254.5140
- charge = 0
- energy above the lowest of the compared OMol25 structures with the same formula, charge and spin (kcal/mol) = 132.91
- HOMO level (eV) = -10.52
- HOMO-LUMO gap (eV) = 11.0498
- strongest force on any atom (Eh/bohr) = 0.11309

3.
A molecular structure, C2H3BrO2, computed with ωB97M-V/def2-TZVPD.

Geometry as XYZ:
```
8
Properties=species:S:1:pos:R:3:nbo_charge:R:1
Br 2.4481 0.0699 0.1314 -0.034
O -0.0568 -0.9792 -0.1691 -0.517
O -0.1318 0.9884 0.0141 -0.514
C -0.8641 -0.0728 0.5723 0.237
C 0.6725 0.0937 -0.5586 0.323
H 0.7115 0.0945 -1.7316 0.177
H -1.0140 -0.1769 1.6717 0.174
H -1.7653 -0.0176 0.0698 0.155
```

Properties
- DFT total energy (eV) = -76257.9705
- charge = 0
- energy above the lowest of the compared OMol25 structures with the same formula, charge and spin (kcal/mol) = 53.20
- HOMO level (eV) = -10.22
- HOMO-LUMO gap (eV) = 11.1194
- strongest force on any atom (Eh/bohr) = 0.08607

4.
2 unconnected molecules or ions with the total composition C2H3BrS, computed with ωB97M-V/def2-TZVPD.

Geometry as XYZ:
```
7
Properties=species:S:1:pos:R:3:nbo_charge:R:1
Br 2.7740 -0.7383 0.1655 -0.181
S -0.4512 2.3420 0.3611 0.148
C -1.1177 0.9523 0.1652 -0.031
C -1.5382 -0.2859 0.0568 -0.608
H -1.0279 -0.7761 -0.6259 0.240
H 3.6772 -0.8607 -0.8133 0.181
H -2.3160 -0.6333 0.6906 0.251
```

Properties
- DFT total energy (eV) = -82998.4205
- charge = 0
- energy above the lowest of the compared OMol25 structures with the same formula, charge and spin (kcal/mol) = 26.30
- HOMO level (eV) = -8.62
- HOMO-LUMO gap (eV) = 8.7092
- strongest force on any atom (Eh/bohr) = 0.09331
- SMILES string = C=C=S.Br

5.
A molecular structure, C2H3CaFO, computed with ωB97M-V/def2-TZVPD.

Geometry as XYZ:
```
8
Properties=species:S:1:pos:R:3:nbo_charge:R:1
Ca 2.4148 1.2280 0.2247 1.939
F -0.8492 1.4202 -0.3229 -0.323
O 1.1024 -0.3337 -0.2956 -0.885
C -1.0668 0.1093 -0.0819 0.207
C -0.0162 -0.5762 0.4644 -0.037
H -2.0601 -0.0434 0.3436 0.240
H -0.0957 -1.5440 0.9564 0.264
H 0.5707 -0.2601 -1.2886 0.595
```

Properties
- DFT total energy (eV) = -25305.7924
- charge = +2
- energy above the lowest of the compared OMol25 structures with the same formula, charge and spin (kcal/mol) = 0.00
- HOMO level (eV) = -18.59
- HOMO-LUMO gap (eV) = 7.9483
- strongest force on any atom (Eh/bohr) = 0.10739

6.
A molecular structure, C2H3CdF, computed with ωB97M-V/def2-TZVPD.

Geometry as XYZ:
```
7
Properties=species:S:1:pos:R:3:lowdin_spin:R:1
Cd -1.4496 0.2213 -1.1735 0.034
F -0.8149 -0.5898 -2.6923 0.047
C 0.3567 -0.3012 1.0574 0.166
C 0.4835 0.4406 -0.0382 0.648
H 0.1710 -1.3810 1.0256 0.021
H 0.9020 1.4362 -0.2281 0.051
H 0.3512 0.1739 2.0492 0.034
```

Properties
- DFT total energy (eV) = -9392.4308
- charge = +1
- HOMO level (alpha / beta) (eV) = -15.35 / -16.55
- <S²> = 0.76
- HOMO-LUMO gap (alpha / beta) (eV) = 8.2560 / 9.1197
- strongest force on any atom (Eh/bohr) = 0.06052
- spin multiplicity = 2

7.
A molecular structure, C2H3CdF5InO2S, computed with ωB97M-V/def2-TZVPD.

Geometry as XYZ:
```
15
Properties=species:S:1:pos:R:3:lowdin_charge:R:1
In 2.3286 0.1355 0.1930 0.457
Cd 1.0365 -0.6589 -2.9637 1.468
S 0.1133 -1.1617 0.0542 0.598
F -2.4296 -0.9758 0.7310 0.162
F -1.7101 2.1180 0.9090 0.215
F -0.9703 0.0135 2.0320 0.151
F -0.6848 1.4236 -0.8712 0.076
F -2.7944 1.0566 -0.5927 0.201
O 0.1617 -2.3942 0.7970 -0.329
O -0.0880 -1.4179 -1.4321 -0.647
C -1.6368 1.1397 0.0363 -0.588
C -1.3453 -0.2145 0.7831 -0.520
H 3.2488 -0.5177 1.4938 -0.077
H 1.8358 1.7995 0.3153 -0.083
H 2.9346 -0.3456 -1.4849 -0.085
```

Properties
- DFT total energy (eV) = -40365.8052
- charge = +1
- HOMO level (eV) = -13.76
- HOMO-LUMO gap (eV) = 5.3534
- strongest force on any atom (Eh/bohr) = 0.03849

8.
A molecular structure, C2H3CeLiO, computed with ωB97M-V/def2-TZVPD.

Geometry as XYZ:
```
8
Properties=species:S:1:pos:R:3:lowdin_spin:R:1
Ce 0.7417 -1.0718 -2.3004 1.916
O -2.1576 1.0165 0.3961 -0.006
C -0.9903 1.1872 0.4995 -0.005
C 0.2553 -0.2827 0.1429 -0.013
Li 1.2531 -2.2583 -0.4676 0.110
H -0.3651 2.0627 0.5682 -0.001
H 1.2296 0.1980 0.1176 -0.001
H 0.0334 -0.8515 1.0437 0.000
```

Properties
- DFT total energy (eV) = -17279.3409
- charge = +2
- HOMO level (alpha / beta) (eV) = -16.87 / -16.91
- <S²> = 2.00
- HOMO-LUMO gap (alpha / beta) (eV) = 6.8517 / 6.7899
- strongest force on any atom (Eh/bohr) = 0.08634
- spin multiplicity = 3

9.
2 unconnected molecules or ions with the total composition C2H3Cl, computed with ωB97M-V/def2-TZVPD.

Geometry as XYZ:
```
6
Properties=species:S:1:pos:R:3:nbo_charge:R:1
Cl -2.9225 -0.0592 0.0782 0.006
C -0.3745 0.5145 0.0072 -0.166
C -1.2523 -0.4415 0.0234 -0.292
H 1.4307 -0.0971 -0.0274 0.030
H -0.1178 1.4808 0.1532 0.200
H -1.0070 -1.4091 -0.1142 0.222
```

Properties
- DFT total energy (eV) = -14640.4642
- charge = 0
- energy above the lowest of the compared OMol25 structures with the same formula, charge and spin (kcal/mol) = 88.71
- HOMO level (eV) = -10.15
- HOMO-LUMO gap (eV) = 9.9892
- strongest force on any atom (Eh/bohr) = 0.11741

10.
C2H3Cl in the gas phase, computed with ωB97M-V/def2-TZVPD.

Geometry as XYZ:
```
6
Properties=species:S:1:pos:R:3:nbo_charge:R:1
Cl 2.0130 0.9066 -1.4777 0.092
C 0.5277 0.4220 -0.9877 -0.320
C 0.1851 -0.0322 0.4061 -0.399
H -0.3504 0.0116 -1.6153 0.227
H 0.6776 0.2468 1.3472 0.197
H -0.7395 -0.6519 0.6056 0.202
```

Properties
- DFT total energy (eV) = -14642.8977
- charge = 0
- energy above the lowest of the compared OMol25 structures with the same formula, charge and spin (kcal/mol) = 32.59
- HOMO level (eV) = -9.02
- HOMO-LUMO gap (eV) = 9.7333
- strongest force on any atom (Eh/bohr) = 0.18775
- SMILES string = C=CCl